No. 1
Density functional theory data (ωB97M-V/def2-TZVPD) for 2 unconnected molecules or ions with the total composition C2H3IS2.

## Properties
- HOMO-LUMO gap (spin up / spin down): 6.045 / 6.041 eV
- Charge: 0
- HOMO energy (spin up / spin down): -7.84 / -7.84 eV

Structure (XYZ):
```
8
C2H3IS2, DFT ωB97M-V/def2-TZVPD
C -0.2397 0.1101 1.6867
C -0.0421 0.1777 0.2486
S -0.3402 0.9185 3.0653
S -0.9269 -2.6778 2.0916
I 0.7488 -3.6134 0.7165
H -0.7929 0.7617 -0.3282
H 0.9817 0.7601 0.0859
H -0.1430 -0.8630 -0.0850
```


No. 2
Density functional theory data (ωB97M-V/def2-TZVPD) for a molecular structure, C2H3InLiO2.

## Properties
- HOMO-LUMO gap (spin up / spin down): 5.887 / 8.608 eV
- 2S+1: 2
- Charge: +2
- HOMO energy (spin up / spin down): -18.25 / -20.71 eV

Structure (XYZ):
```
9
C2H3InLiO2, DFT ωB97M-V/def2-TZVPD
H -0.3404 2.7669 2.1978
O 0.0324 -0.1423 -1.2915
C 0.9103 -0.7754 -0.6125
C 0.7810 -0.6259 0.8027
O -0.2275 0.0691 1.2103
Li -1.8421 -0.3308 -1.0367
In -0.4127 1.8156 0.4695
H 1.6161 -1.4915 -1.0508
H 1.6803 -0.6639 1.4297
```


In order of appearance, relative energy (zero: lowest compared OMol25 entry of this formula, charge and spin) = 241.5, 40.2 kJ/mol.